Record 1
37
Properties=species:S:1:pos:R:3:forces:R:3:mulliken_charge:R:1 method="wB97M-V/def2-TZVPD" homo_lumo_gap_ha=0.227 charge=+2 homo_energy_ev=-14.6
O 3.40882 -2.26864 1.40198 0.282 -0.504 0.850 -0.529
C 3.00063 -1.70684 0.43040 -0.295 0.152 -0.493 0.409
C 1.93663 -2.45481 -0.40310 0.184 0.325 -0.156 -0.793
N 0.62361 -1.76238 -0.27264 0.399 -0.374 -0.042 0.123
C 0.17639 -1.50838 0.96289 -0.642 0.351 0.389 -0.458
C -1.02810 -0.86553 1.15673 0.102 -0.010 -0.417 -0.812
C -1.78875 -0.47561 0.05821 -0.277 0.123 0.261 1.423
C -3.09406 0.22975 0.25266 -0.055 0.059 -0.219 1.128
C -3.67820 0.93516 -0.79818 -0.076 -0.001 0.374 -0.619
C -4.88263 1.58740 -0.62353 0.458 -0.171 -0.341 -0.279
N -5.50607 1.54503 0.56197 0.137 -0.050 -0.055 -0.238
Br -7.12763 2.43007 0.77660 0.017 -0.012 -0.007 0.213
C -4.97788 0.87395 1.59930 0.089 -0.106 0.121 -0.263
C -3.77664 0.21274 1.46806 0.002 0.013 -0.290 -0.682
C -1.30138 -0.76568 -1.20853 0.291 -0.259 -0.055 -0.766
C -0.08970 -1.41520 -1.34906 -0.487 0.277 0.137 -0.328
C 3.41893 -0.35523 0.03703 0.150 0.345 -0.088 0.527
C 3.06782 0.23439 -1.17872 0.106 -0.026 0.182 -0.103
C 3.52890 1.50061 -1.49299 0.007 0.188 -0.161 -0.890
C 4.33679 2.19697 -0.60364 0.017 -0.397 0.311 -0.392
C 4.69122 1.61183 0.60725 -0.133 -0.143 -0.078 -0.563
C 4.23744 0.34281 0.92729 0.013 0.183 -0.115 -0.474
H 2.22776 -2.49706 -1.44737 -0.202 0.023 -0.157 0.533
H 1.85131 -3.45878 -0.00822 -0.102 -0.134 0.098 0.352
H 0.76606 -1.80852 1.81421 0.346 -0.171 -0.110 0.520
H -1.36192 -0.65682 2.15465 0.131 -0.027 0.292 0.355
H -3.18371 0.99483 -1.74916 -0.088 0.169 -0.265 0.386
H -5.33395 2.13416 -1.43373 -0.250 0.145 0.046 0.438
H -5.54311 0.87980 2.51506 -0.077 0.002 0.143 0.442
H -3.38961 -0.33676 2.30480 -0.103 -0.056 0.304 0.397
H -1.84525 -0.53747 -2.10656 -0.090 0.048 -0.158 0.375
H 0.30095 -1.66454 -2.31915 0.200 -0.098 -0.105 0.478
H 2.47857 -0.31111 -1.89952 -0.084 -0.010 -0.181 0.351
H 3.28673 1.95010 -2.44378 -0.074 -0.018 -0.101 0.411
H 4.72017 3.17607 -0.83604 -0.041 0.153 -0.179 0.426
H 5.33119 2.14299 1.29102 0.096 0.062 0.127 0.419
H 4.51867 -0.12933 1.85379 0.048 -0.052 0.139 0.482

---

Record 2
80
Properties=species:S:1:pos:R:3:forces:R:3:mulliken_charge:R:1 method="wB97M-V/def2-TZVPD" homo_lumo_gap_ha=0.268 homo_energy_ev=-7.5
Au -0.18478 1.07440 0.78091 -0.037 -0.273 -0.649 0.925
C -1.29445 1.05401 -1.10907 -0.213 -0.039 -0.094 -1.314
Si -1.35128 -0.72347 -1.49425 -0.015 0.093 -0.028 -0.781
C -2.00701 -1.27807 0.20012 0.043 -0.021 0.196 -1.113
N -1.14968 -0.74378 1.32148 0.193 -0.089 0.047 0.610
C -0.01807 -1.75467 1.53250 -0.028 0.030 0.029 -0.260
C -0.11131 -2.48908 2.85877 0.006 -0.035 -0.014 -0.454
C -1.50444 -3.06883 3.07596 -0.011 0.032 -0.004 -0.975
C -2.57084 -1.95436 3.00712 -0.014 -0.011 0.026 -0.653
C -1.97925 -0.62411 2.55572 0.015 0.126 -0.011 -0.747
C -2.58929 -1.35363 -2.75883 0.039 -0.046 -0.007 0.758
C -2.18902 -2.05543 -3.89729 -0.018 -0.016 0.008 -0.341
C -3.11476 -2.48470 -4.83973 0.007 -0.005 0.003 -0.654
C -4.46380 -2.22199 -4.65690 -0.001 -0.004 -0.004 -0.418
C -4.88428 -1.52366 -3.53268 -0.001 0.009 0.011 -0.731
C -3.95416 -1.09366 -2.59855 0.007 0.005 -0.025 -0.446
C 0.34592 -1.43259 -1.84352 -0.003 0.035 -0.011 0.502
C 0.61175 -2.80516 -1.83287 -0.021 0.004 -0.068 0.193
C 1.89060 -3.29028 -2.05843 0.005 -0.007 0.007 -0.820
C 2.93404 -2.40432 -2.29996 -0.007 0.002 0.006 -0.622
C 2.69122 -1.03967 -2.32111 0.005 0.008 0.015 -0.479
C 1.40629 -0.56025 -2.09728 0.050 -0.019 0.097 -0.307
H -2.32500 1.35573 -0.87437 0.058 0.121 0.038 0.476
H -0.90948 1.74829 -1.84971 0.063 -0.110 -0.061 0.434
H -2.12548 -2.35185 0.35821 -0.077 -0.004 -0.068 0.494
H -3.00062 -0.82824 0.28752 0.021 0.044 0.029 0.620
H 0.94416 -1.26012 1.42291 -0.010 0.017 0.040 0.118
H -0.09463 -2.47772 0.72347 0.045 0.015 -0.014 0.142
H 0.15235 -1.83178 3.68563 0.016 0.025 0.010 -0.045
H 0.64799 -3.27342 2.84103 -0.026 -0.023 0.009 0.565
H -1.54959 -3.58180 4.03663 -0.008 -0.012 -0.005 0.443
H -1.70171 -3.82632 2.31292 0.007 0.019 -0.022 0.364
H -3.02209 -1.78556 3.98663 0.024 0.003 0.008 0.500
H -3.38680 -2.24369 2.34488 -0.009 -0.006 0.009 0.250
H -1.34806 -0.19378 3.32772 -0.010 -0.025 0.023 -0.013
H -2.76677 0.09781 2.33857 0.016 0.019 0.007 0.448
H -1.13750 -2.26985 -4.05168 -0.001 0.005 -0.008 0.306
H -2.78138 -3.02441 -5.71726 -0.002 0.000 0.000 0.396
H -5.18707 -2.55671 -5.38961 0.000 0.000 0.000 0.374
H -5.93613 -1.31092 -3.38818 0.001 0.001 -0.001 0.389
H -4.30167 -0.53216 -1.73685 -0.001 0.001 0.002 0.285
H -0.19495 -3.50988 -1.64965 0.000 -0.002 -0.005 0.487
H 2.07748 -4.35684 -2.04398 0.000 0.000 0.001 0.421
H 3.93529 -2.78025 -2.46775 0.001 0.001 0.001 0.396
H 3.50239 -0.34474 -2.49763 0.000 -0.001 -0.006 0.448
H 1.23476 0.51108 -2.09310 -0.005 -0.014 -0.006 0.194
C 1.54081 3.26794 2.92456 0.137 0.011 0.038 -1.237
Si 1.22593 1.43149 2.73250 0.056 0.067 0.174 1.038
C 0.61233 0.90342 4.44636 -0.027 0.093 0.011 -1.596
C 2.85104 0.53232 2.41426 -0.082 -0.121 0.037 0.617
C 3.16491 -0.61971 3.14474 0.041 -0.019 -0.041 -0.230
C 4.33347 -1.33356 2.91368 -0.003 -0.003 0.004 -0.792
C 5.22252 -0.90546 1.93943 -0.018 0.008 0.010 -0.504
C 4.93487 0.23897 1.20857 -0.007 0.030 -0.034 -0.698
C 3.76474 0.94967 1.43847 0.017 -0.028 -0.019 -0.270
H 2.04526 3.41876 3.88359 0.014 0.039 -0.013 0.393
H 0.62577 3.85919 2.92647 -0.036 -0.027 0.019 0.303
H 2.18498 3.64921 2.13253 -0.020 -0.004 0.004 0.259
H 1.30168 1.35528 5.16614 0.003 -0.027 0.009 0.445
H 0.58382 -0.16226 4.66214 -0.029 -0.030 -0.038 0.481
H -0.37741 1.31735 4.65579 0.010 0.028 -0.011 0.341
H 2.49444 -0.97319 3.92012 -0.014 0.017 -0.004 0.310
H 4.54976 -2.21902 3.49904 0.006 -0.001 -0.005 0.418
H 6.13593 -1.45693 1.75494 0.001 0.004 -0.003 0.387
H 5.62468 0.58580 0.44887 0.011 -0.010 0.007 0.450
H 3.56385 1.83102 0.84231 -0.060 0.030 0.023 0.282
Br -1.32252 4.38636 0.75556 -0.038 -0.010 -0.113 -0.097
C -0.90656 4.30740 -1.10058 0.014 0.028 0.143 0.780
C -1.87420 4.72940 -1.99647 -0.021 0.002 0.002 -0.524
C -1.60163 4.70481 -3.35547 -0.039 0.012 0.030 -0.551
C -0.35741 4.29050 -3.80569 0.037 -0.009 -0.015 -0.749
C 0.60657 3.89389 -2.89476 -0.033 -0.021 -0.021 -0.444
C 0.33725 3.86925 -1.52852 -0.153 0.030 -0.007 0.073
C 1.44244 3.36520 -0.64616 0.105 0.088 -0.053 -0.284
O 2.54643 3.86035 -0.75590 0.004 0.001 0.020 -0.637
O 1.24473 2.35633 0.15123 0.023 -0.026 0.346 -0.050
H -2.83159 5.07175 -1.62903 0.000 0.001 -0.005 0.419
H -2.36109 5.02189 -4.05795 -0.001 -0.001 0.001 0.395
H -0.13582 4.28370 -4.86458 0.004 0.001 0.001 0.407
H 1.59114 3.58930 -3.22471 -0.003 -0.003 -0.008 0.497

---

Result set for LUMO energy: -8.4 -0.2 eV, one per record in the order listed.
Result set for total energy: -3453.07764 -4812.94395 Eh, one per record in the order listed.